Record 1
A molecular structure, C4H6O7Sr, computed with ωB97M-V/def2-TZVPD.

highest occupied orbital energy (alpha / beta) = -8.06 / -13.29 eV
multiplicity = 2
ΔE to the lowest compared entry with this formula, charge and spin = 1.066 eV
E_LUMO (alpha / beta) = -3.6134 / -3.6121 eV
gap between HOMO and LUMO (alpha / beta) = 4.45 / 9.67 eV
total charge = +1

Geometry as XYZ:
```
18
Properties=species:S:1:pos:R:3:forces:R:3
Sr -1.9327 -2.1997 4.2466 0.125 0.132 -0.642
O 4.3346 1.5548 -0.3536 0.949 -0.442 0.241
O -2.2928 -2.0112 1.8193 -0.808 0.078 0.446
O 2.5799 1.7295 1.0442 0.980 -0.263 0.445
O 0.1491 1.3840 0.1428 1.651 -1.122 0.883
O -0.6847 -0.5481 2.0972 -0.158 0.488 -0.636
O -2.2206 -0.3152 0.4298 0.260 0.598 -1.211
O 2.7879 0.0258 -0.2850 0.567 -1.212 0.197
C 1.6634 -0.4465 0.4821 -0.273 -0.105 0.625
C 3.3138 1.0762 0.2703 -2.516 2.172 -1.472
C 0.9463 0.7682 1.0688 -0.981 2.208 -1.131
C -1.7308 -0.9548 1.4679 1.295 -1.401 1.364
H 1.0288 -0.9818 -0.2305 0.082 0.096 0.378
H -0.1525 2.2492 0.4469 -0.156 0.066 0.252
H 0.8750 1.2112 2.0647 -0.090 -1.282 -0.168
H -1.5092 0.1928 -0.0078 -0.535 0.057 0.428
H 2.0550 -1.0847 1.2787 -0.358 -0.017 -0.161
H 4.5576 2.4496 -0.0522 -0.033 -0.050 0.163
```
Positions in Å, forces in eV/Å.

These are the Mulliken partial charges, in e, on atoms 1 to 4: number 1, Sr, carries 0.86; number 2, O, carries -0.38; number 3, O, carries -0.86; number 4, O, carries -0.51

Record 2
A molecular structure, C24H40NO6P2ReS2, computed with ωB97M-V/def2-TZVPD.

highest occupied orbital energy (alpha / beta) = -16.78 / -16.86 eV
multiplicity = 4
ΔE to the lowest compared entry with this formula, charge and spin = 1.274 eV
E_LUMO (alpha / beta) = -10.3976 / -10.1484 eV
gap between HOMO and LUMO (alpha / beta) = 6.38 / 6.71 eV
total charge = +3

Geometry as XYZ:
```
76
Properties=species:S:1:pos:R:3:forces:R:3
Re -0.2055 -1.0839 -0.4797 0.303 -0.303 0.650
S 0.5393 -3.1778 -0.3223 -0.274 0.278 0.163
S 1.4477 0.2341 0.5715 -0.024 -0.204 -0.176
P -2.0807 -0.5867 -2.5082 -1.769 -0.325 -1.651
P -2.7915 0.9309 -0.1528 -1.051 1.557 0.271
O -0.7952 0.1349 -2.2228 0.737 -0.058 0.724
O -2.0196 2.2354 -0.4676 -0.229 -0.768 0.069
O -3.8924 1.3032 0.8665 0.858 0.037 -0.895
O -2.3425 -0.8575 -4.0110 -0.222 -0.330 1.205
O -1.9421 -1.9899 -1.7475 0.539 1.362 0.266
O -1.7923 -0.0437 0.4318 1.139 -1.233 -0.376
N 3.2779 1.0225 -1.2070 -0.173 0.165 -0.168
C -4.4227 -0.8528 1.9089 0.125 0.388 0.024
C -2.4518 -3.3287 -2.1091 -0.297 -1.640 -0.278
C -3.9204 -3.2999 -2.4837 0.189 0.314 0.242
C 2.1243 -3.1473 1.9396 0.063 0.023 -0.045
C -3.9620 3.7980 -0.6891 0.187 -0.050 0.295
C -2.1135 3.7097 -2.3854 0.132 -0.166 0.422
C 4.1468 -0.5645 0.2919 -0.352 0.122 -0.106
C 1.5571 -3.8948 0.9045 0.072 0.285 0.123
C -1.8234 0.0682 -5.0362 0.434 0.652 -1.013
C -6.1773 0.4937 0.6473 0.262 0.238 0.116
C 3.0650 0.1582 -0.1954 -0.149 -0.260 0.369
C 4.4664 1.1859 -1.8041 0.546 -0.078 -0.140
C -2.4856 3.5556 -0.9201 -0.147 0.871 -0.352
C -3.4936 0.2378 -1.7152 1.086 -0.074 0.445
C -1.5832 -3.9025 -3.2126 0.015 0.304 0.193
C -4.9291 0.5213 1.5155 -1.026 -0.529 0.586
C 5.5554 0.4463 -1.3888 -0.223 -0.064 0.192
C -0.6032 -0.5622 -5.6757 -0.174 -0.011 0.332
C 5.3929 -0.4225 -0.3112 -0.080 0.275 -0.227
C -2.9326 0.3466 -6.0236 0.038 -0.074 0.311
C 3.1537 -5.1613 2.7544 -0.066 0.092 -0.092
C 1.7604 -5.2775 0.8103 -0.150 0.111 -0.228
C 2.5731 -5.9050 1.7332 0.034 0.046 0.154
C 2.9361 -3.7862 2.8538 -0.030 -0.083 -0.013
H 6.5136 0.5667 -1.8752 -0.051 0.060 0.009
H 2.4928 1.6055 -1.4949 0.179 -0.122 0.005
H -5.1287 1.1065 2.4196 0.043 -0.115 -0.194
H -4.1884 -1.4647 1.0359 -0.062 -0.086 -0.088
H -1.8998 4.2453 -0.3052 -0.047 -0.179 -0.111
H -4.2192 3.7756 0.3670 -0.028 -0.011 -0.008
H -0.1943 0.1278 -6.4098 0.059 0.025 -0.037
H -6.4336 1.4958 0.3118 -0.033 0.077 -0.018
H -3.5256 -0.7450 2.5132 0.062 -0.144 0.098
H -4.5663 3.0660 -1.2208 -0.179 -0.032 -0.106
H -1.0886 3.3935 -2.5513 0.170 0.018 -0.062
H -4.2410 -4.3226 -2.6761 0.031 -0.031 0.001
H 6.2446 -0.9652 0.0716 0.028 -0.100 0.027
H -4.2907 -0.4776 -1.5172 0.018 -0.066 0.008
H -4.0889 -2.7243 -3.3925 -0.031 0.023 -0.066
H -2.5730 1.0489 -6.7708 0.034 0.047 -0.070
H 1.2655 -5.8380 0.0324 0.051 -0.109 -0.131
H -7.0193 0.1174 1.2221 -0.013 -0.079 0.076
H -3.8770 1.0331 -2.3527 0.015 0.123 0.004
H 1.8943 -2.0953 2.0156 0.076 0.068 0.109
H -5.1830 -1.3587 2.4982 -0.040 -0.054 -0.007
H -2.3146 -3.8926 -1.1778 0.006 0.241 -0.180
H 0.1535 -0.7709 -4.9207 0.130 -0.003 -0.029
H 2.7502 -6.9697 1.6711 -0.061 -0.006 -0.017
H -0.8632 -1.4891 -6.1809 -0.055 -0.062 -0.062
H -3.2326 -0.5691 -6.5234 -0.049 -0.107 -0.092
H -2.7721 3.1193 -3.0182 -0.146 -0.060 -0.144
H -1.7594 -4.9716 -3.2992 -0.050 -0.063 0.019
H 3.7613 -5.6504 3.4988 0.125 -0.087 0.034
H -2.2079 4.7533 -2.6706 -0.036 0.072 -0.070
H -3.7985 0.7836 -5.5352 -0.133 0.061 0.027
H -4.2119 4.7854 -1.0714 0.013 0.021 -0.068
H -1.5308 0.9849 -4.5139 -0.055 -0.017 -0.052
H -1.8260 -3.4322 -4.1612 0.031 -0.010 -0.133
H 4.0223 -1.2119 1.1468 -0.082 -0.034 -0.034
H 4.5388 1.9189 -2.5958 -0.159 0.003 0.010
H -0.5292 -3.7436 -2.9904 0.061 -0.091 -0.061
H 3.4001 -3.2363 3.6589 -0.067 0.081 0.082
H -6.0558 -0.1480 -0.2220 0.004 -0.140 -0.113
H -4.5362 -2.9138 -1.6733 -0.085 0.013 0.050
```
Positions in Å, forces in eV/Å.

These are the Mulliken partial charges, in e, on atoms 1 to 4: number 1, Re, carries 1.40; number 2, S, carries -0.05; number 3, S, carries -0.39; number 4, P, carries -0.11

For each record above, in turn, the calculated strongest force on any atom values are 3.64; 2.44 eV Å⁻¹.